{"formula": "C27H31NO4P2SY", "method": "ωB97M-V with the def2-TZVPD basis set", "largest_force_ev_per_a": 5.36, "spin_multiplicity": 1, "orbital_gap_ev": 5.44, "charge": 1, "elements": ["C", "C", "C", "C", "C", "C", "C", "C", "C", "C", "C", "C", "C", "H", "H", "H", "H", "H", "H", "H", "N", "Y", "C", "H", "H", "C", "H", "H", "P", "P", "C", "H", "H", "H", "C", "H", "H", "H", "C", "H", "H", "H", "C", "H", "H", "H", "C", "O", "H", "C", "C", "C", "C", "C", "C", "C", "S", "O", "O", "O", "H", "H", "H", "H", "H", "H", "H"], "coordinates": [[-2.02, 2.70, -3.89], [-1.59, 1.41, -3.59], [-0.22, 1.08, -3.82], [0.80, 2.10, -4.03], [0.33, 3.42, -3.98], [-1.04, 3.69, -4.07], [2.14, 1.62, -4.12], [2.48, 0.30, -3.71], [1.38, -0.62, -3.53], [1.56, -1.95, -3.02], [2.85, -2.45, -2.96], [3.93, -1.57, -3.09], [3.75, -0.20, -3.29], [-3.08, 2.93, -3.90], [1.05, 4.23, -3.97], [-1.39, 4.72, -4.24], [2.92, 2.37, -4.08], [3.00, -3.52, -2.74], [4.92, -1.98, -3.01], [4.57, 0.48, -3.21], [0.11, -0.20, -3.68], [0.32, 1.43, 1.05], [-2.36, 0.39, -2.81], [-1.97, -0.61, -3.08], [-3.45, 0.40, -2.91], [0.34, -2.55, -2.42], [-0.53, -2.22, -2.99], [0.33, -3.62, -2.28], [-1.86, 0.58, -0.98], [0.10, -1.66, -0.72], [1.56, -2.38, 0.12], [1.49, -2.20, 1.20], [1.60, -3.46, -0.08], [2.48, -1.89, -0.25], [-1.17, -2.83, -0.11], [-0.68, -3.80, 0.03], [-1.56, -2.47, 0.85], [-1.98, -2.92, -0.84], [-2.49, 2.29, -0.73], [-3.52, 2.32, -1.04], [-2.41, 2.57, 0.33], [-1.91, 3.00, -1.33], [-3.28, -0.32, -0.29], [-3.09, -0.54, 0.76], [-4.16, 0.31, -0.38], [-3.44, -1.26, -0.84], [-0.76, -0.35, 2.19], [-1.34, -1.14, 2.79], [1.23, 1.06, -0.35], [0.90, 0.93, 7.32], [1.56, 1.34, 6.04], [2.47, 0.47, 5.43], [3.07, 0.82, 4.24], [2.75, 2.03, 3.64], [1.93, 2.97, 4.30], [1.30, 2.59, 5.46], [3.09, 2.15, 1.88], [4.42, 2.63, 1.66], [2.74, 0.79, 1.42], [1.97, 3.06, 1.43], [0.29, 0.04, 7.18], [1.66, 0.70, 8.06], [0.28, 1.73, 7.70], [2.72, -0.48, 5.90], [3.83, 0.18, 3.77], [1.79, 3.96, 3.87], [0.61, 3.28, 5.97]]}